The following is a quantum chemistry calculation of a 3-piece molecular cluster, C4H17N2O2 overall, from the Open Molecules 2025 dataset.

Calculated values
Energy above the lowest of the compared OMol25 structures with the same formula, charge and spin   1.477 eV
Kohn-Sham gap   10.65 eV
Highest occupied orbital energy   -13.486 eV
Net charge   +1

The geometry in XYZ format:
```
25
Properties=species:S:1:pos:R:3:nbo_charge:R:1
H -1.2711 0.6095 2.2134 0.250
O -0.5118 -2.3957 -0.1247 -0.965
C 0.6392 1.4761 0.6104 -0.218
H -0.0308 -0.4654 0.5143 0.484
C 1.6408 1.3310 -0.5469 -0.237
H -0.6103 0.3179 -2.1876 0.187
C 0.4376 0.4320 -2.4930 -0.443
H -2.4092 -0.8725 -0.3862 0.475
H -0.5320 -0.8617 2.9070 0.251
H -0.9894 -2.9952 -0.7099 0.495
O -2.8167 -0.4245 0.3606 -0.962
H 2.1895 -0.2233 -1.6656 0.377
C -0.3392 0.0979 2.4289 -0.444
H -3.6917 -0.8188 0.4537 0.490
H 0.3781 -2.3802 -0.4944 0.483
N 1.3012 0.1271 -1.3685 -0.661
H 0.5076 1.4410 -2.9237 0.194
H 0.5279 -0.1987 -3.3823 0.229
H 1.1449 2.0035 1.3692 0.219
N 0.4792 0.0857 1.2185 -0.513
H 1.7223 2.2356 -1.1372 0.224
H 0.0841 0.6752 3.2587 0.226
H 2.5831 1.0396 -0.0879 0.196
H 1.4437 -0.1887 1.3541 0.427
H -0.3414 1.8557 0.3533 0.237
```